[1]
ORCA calculation (ωB97M-V/def2-TZVPD) on a molecular structure, C10H16ClCuO6 at a distorted geometry.

The total charge is -2. For the energy relative to the best compared isomer or geometry (same formula, charge and spin), the calculation gives 1224.6 kJ/mol. As for the total energy: -2942.25189 Ha.

Atoms and positions in Å:
1 Cu 3.2860 0.7506 -10.8772
2 Cl 4.2511 -0.7605 -9.9547
3 O 5.2136 3.6982 -10.9876
4 O 1.9244 -0.7161 -10.5040
5 O 4.7837 1.5383 -10.9429
6 O 2.4000 -1.0015 -13.5064
7 O 3.8063 0.1520 -12.2385
8 O 2.4370 2.4802 -10.8123
9 C 3.7003 2.9739 -12.6036
10 C 4.6397 2.6529 -11.4523
11 C 3.8455 4.4955 -12.6588
12 C 1.0114 0.3479 -10.3017
13 C 0.9479 0.6967 -14.1359
14 C 1.2294 -0.8525 -14.3218
15 C 5.0470 4.8339 -11.8757
16 C 2.1920 1.3421 -13.5992
17 C 1.1892 1.8076 -10.8789
18 C 2.8807 0.1563 -13.0086
19 H 1.9238 1.9646 -12.7456
20 H 0.1684 0.8817 -13.3968
21 H 1.4997 -1.1407 -15.3376
22 H 4.0397 2.3751 -13.4488
23 H 0.4335 -1.4636 -13.8961
24 H 2.7116 2.5658 -12.3939
25 H 0.0252 0.0450 -10.6535
26 H 2.9373 4.9676 -12.2841
27 H 2.7989 1.8944 -14.3166
28 H 4.0555 4.7707 -13.6924
29 H 0.7718 0.4616 -9.2444
30 H 0.4117 2.4840 -10.5238
31 H 0.5890 1.0911 -15.0865
32 H 5.9689 4.9224 -12.4505
33 H 0.9306 1.7139 -11.9336
34 H 4.9668 5.7684 -11.3204

=====

[2]
ORCA calculation (ωB97M-V/def2-TZVPD) on a gas-phase ion, C5H10NO (charge -1) at a distorted geometry.

The total charge is -1. For the energy relative to the best compared isomer or geometry (same formula, charge and spin), the calculation gives 33.8 kJ/mol. As for the SMILES: C=C(N)CCC[O-]. As for the total energy: -326.47242 Ha.

Atoms and positions in Å:
1 O -2.6758 -1.7462 -1.4521
2 N 1.2679 0.3600 1.7954
3 C 0.8687 2.2540 0.4419
4 C 0.9073 0.9324 0.5838
5 C -0.9045 -0.6695 -0.1718
6 C -1.3411 -1.6322 -1.3388
7 C 0.4637 -0.0641 -0.4219
8 H -0.9963 -1.2736 0.7287
9 H 1.1560 2.9047 1.2551
10 H 0.4656 0.3447 -1.4288
11 H 1.2026 0.9356 2.6151
12 H -1.6324 0.1418 -0.2320
13 H -0.8687 -1.2073 -2.2685
14 H 1.0923 -0.6180 1.9426
15 H -0.8314 -2.6061 -1.1146
16 H 0.5682 2.7744 -0.4542
17 H 1.2579 -0.8306 -0.4800

=====

[3]
ORCA calculation (ωB97M-V/def2-TZVPD) on a gas-phase ion, C10H14N3 (charge +1) at a distorted geometry.

The total charge is +1. For the energy relative to the best compared isomer or geometry (same formula, charge and spin), the calculation gives 572.2 kJ/mol. As for the total energy: -553.27882 Ha.

Atoms and positions in Å:
1 N -0.4133 -2.7696 2.6628
2 N -1.0100 0.5822 -0.7054
3 N -2.3215 0.2352 -1.0751
4 C -0.8335 1.8502 -0.0139
5 C -0.1584 -0.4825 -0.1669
6 C 0.0522 -2.1644 1.5558
7 C 1.7954 -1.8319 -0.1112
8 C -0.6888 -1.0942 0.9153
9 C 0.6784 2.2654 0.0456
10 C 1.0253 -0.8494 -0.8455
11 C 0.8727 0.7316 -2.6061
12 C 1.3106 -2.5168 0.9628
13 C 1.4751 -0.2212 -2.0621
14 H 1.9371 -3.2459 1.5725
15 H -3.0220 1.0737 -1.2895
16 H -2.3982 -0.5537 -1.7263
17 H -1.3978 -2.8561 2.8035
18 H 1.3053 1.4195 0.4222
19 H 0.1002 -3.6615 2.9047
20 H 2.4692 -0.5440 -2.4015
21 H -1.5640 -0.6997 1.4383
22 H 0.8750 3.2633 0.5906
23 H 2.6029 -2.4485 -0.5866
24 H 0.9464 2.7008 -0.9355
25 H -1.2276 2.6085 -0.6416
26 H -1.1875 1.6899 0.9909
27 H 0.6060 1.5146 -3.1829

=====

[4]
ORCA calculation (ωB97M-V/def2-TZVPD) on 6 unconnected molecules or ions with the total composition C26H66N2O20P4 at a distorted geometry.

The total charge is 0. For the energy relative to the best compared isomer or geometry (same formula, charge and spin), the calculation gives 0.0 kJ/mol. As for the SMILES: CCOP(=O)(OCC)OCC.CCOP(=O)(OCC)OCC.CCOP(=O)(OCC)OCC.CCOP(=O)(OCC)OCC.C[N+](=O)[O-].C[N+](=O)[O-]. As for the total energy: -4010.15898 Ha.

Atoms and positions in Å:
1 P 14.4421 -29.3291 11.6502
2 P 12.3679 -27.8631 23.3856
3 P 17.2281 -32.1655 18.1535
4 P 10.5189 -37.1053 17.7185
5 O 13.4874 -28.1422 11.1330
6 O 15.6415 -36.5939 19.7835
7 O 15.8761 -32.3294 18.6886
8 O 12.4721 -28.0591 24.8584
9 O 18.4607 -32.2500 19.1830
10 O 13.3733 -30.5362 11.6347
11 O 14.6378 -28.9624 13.2066
12 O 11.3807 -26.7472 22.8213
13 O 13.7098 -27.5075 22.6086
14 O 15.7211 -29.5853 10.9710
15 O 17.8005 -24.4606 16.3242
16 O 17.2014 -36.5164 18.3239
17 O 10.9863 -35.8066 18.4996
18 O 17.5322 -30.7170 17.4723
19 O 19.6366 -25.3770 16.9822
20 O 9.1602 -37.5203 18.4324
21 O 10.0018 -36.4825 16.3147
22 O 17.7053 -33.2747 17.1116
23 O 11.8741 -29.2243 22.6421
24 O 11.5071 -38.1822 17.7164
25 N 18.4534 -25.1429 17.0801
26 N 16.7787 -36.3543 19.4609
27 C 14.9292 -27.6142 13.6083
28 C 13.4838 -31.6807 12.4467
29 C 15.5601 -34.0264 16.1497
30 C 18.2628 -30.5703 16.2359
31 C 8.8098 -36.8112 14.2045
32 C 9.2218 -37.5836 20.8983
33 C 19.1513 -29.3379 16.2662
34 C 11.8803 -34.8606 17.9319
35 C 12.8770 -34.4730 19.0258
36 C 9.8765 -37.3169 15.1744
37 C 14.8394 -28.3726 22.8228
38 C 16.9854 -33.5790 15.8812
39 C 16.0830 -27.5569 22.4801
40 C 17.7966 -36.0972 20.5067
41 C 11.7738 -29.2278 21.2028
42 C 18.6074 -31.3454 20.2742
43 C 12.2180 -30.6016 20.7296
44 C 14.0163 -27.3726 10.0321
45 C 10.1666 -26.4941 23.5659
46 C 14.7774 -32.4563 12.1563
47 C 16.4356 -27.4218 13.7029
48 C 17.3693 -30.6039 20.7267
49 C 17.7690 -25.6668 18.3015
50 C 9.2085 -38.3659 19.5840
51 C 9.2150 -25.8811 22.5443
52 C 12.8914 -26.7586 9.2190
53 H 19.8419 -29.3354 15.4293
54 H 16.5844 -31.1917 21.2157
55 H 16.9917 -32.7716 15.1449
56 H 15.0792 -34.3127 15.2124
57 H 16.9903 -24.9478 18.5354
58 H 12.1393 -26.2106 9.7894
59 H 13.2170 -25.9960 8.5082
60 H 8.2773 -38.9338 19.5299
61 H 17.0101 -28.1316 22.5154
62 H 16.5201 -26.5506 14.3603
63 H 12.6647 -32.4050 12.4378
64 H 9.1263 -36.9865 13.1789
65 H 17.6142 -35.0508 20.7473
66 H 9.8446 -27.3287 24.1903
67 H 11.3511 -33.9454 17.6400
68 H 8.2932 -25.5738 23.0467
69 H 7.7800 -37.1160 14.3744
70 H 12.3445 -33.9562 19.8265
71 H 9.6813 -25.0232 22.0688
72 H 9.9900 -39.1167 19.4697
73 H 17.6560 -29.8013 21.4039
74 H 10.3884 -25.7325 24.3216
75 H 18.4701 -25.8036 19.1145
76 H 14.6065 -26.5545 10.4603
77 H 18.5730 -28.4376 16.4640
78 H 10.8615 -37.4246 14.7199
79 H 12.3997 -28.4773 20.7198
80 H 16.7790 -30.1631 19.9189
81 H 13.4556 -31.4724 13.5265
82 H 13.3570 -35.3702 19.4089
83 H 19.1505 -31.7467 21.1254
84 H 14.7807 -29.2887 22.2393
85 H 15.5027 -34.7893 16.9202
86 H 17.3339 -26.6167 17.9936
87 H 19.7564 -29.4181 17.1768
88 H 17.6836 -36.8670 21.2619
89 H 13.2772 -30.7664 20.9302
90 H 9.2364 -38.2161 21.7883
91 H 8.3612 -36.9186 20.9237
92 H 11.9956 -30.6550 19.6612
93 H 18.7888 -36.2011 20.0804
94 H 19.1946 -30.5251 19.8412
95 H 14.4265 -27.4830 14.5678
96 H 14.7634 -27.8836 9.4273
97 H 11.7302 -31.4415 21.2246
98 H 18.7759 -31.4922 15.9644
99 H 9.5252 -38.3247 15.4286
100 H 10.7213 -29.0466 20.9774
101 H 15.7064 -31.9870 12.4908
102 H 14.4873 -26.8431 12.9731
103 H 12.3201 -35.2346 17.0032
104 H 8.7775 -35.7262 14.3686
105 H 10.1339 -37.0043 21.0625
106 H 16.0389 -27.2605 21.4291
107 H 8.8690 -26.5778 21.7798
108 H 14.8558 -28.5683 23.8968
109 H 14.9811 -32.7243 11.1219
110 H 16.9218 -27.2163 12.7508
111 H 14.7233 -33.3489 12.7941
112 H 13.5937 -33.7260 18.6771
113 H 16.2269 -26.7049 23.1394
114 H 17.4541 -30.4802 15.5025
115 H 17.6344 -34.3498 15.4664
116 H 16.9134 -28.3063 14.1197
117 H 12.3716 -27.5269 8.6449
118 H 15.0105 -33.1398 16.4704

=====

[5]
ORCA calculation (ωB97M-V/def2-TZVPD) on a molecular structure, C37H62Br2Cl3FIN4O9RbS2 at a distorted geometry.

The total charge is 0. As for the total energy: -10089.33799 Ha.

Atoms and positions in Å:
1 I -2.5042 -2.9625 0.5799
2 Rb -1.1268 -0.3175 8.4511
3 Br -2.0227 2.6480 -7.0529
4 Br -6.3817 -1.4801 1.7489
5 Cl 9.4444 1.9379 -3.8844
6 Cl 6.8624 0.9221 -3.0324
7 Cl 8.5992 2.2499 -1.1224
8 S -0.7997 1.8535 1.2329
9 S -4.1546 2.8910 1.3450
10 F -3.6310 3.9220 0.2101
11 O -1.8109 4.0517 -1.9842
12 O 0.2333 2.2905 0.3514
13 O -0.9103 2.8246 2.2842
14 O -5.0163 1.8084 8.1578
15 O 6.0744 -2.3910 -2.3381
16 O -2.0973 1.6331 0.2750
17 O -5.5474 2.8082 1.1109
18 O -3.7559 3.4873 2.5759
19 O -6.6556 0.8995 3.0162
20 N 2.9198 -1.0220 -4.4381
21 N -4.2646 3.0203 -6.2145
22 N -1.7330 1.7317 5.7917
23 N -4.1129 0.5502 -2.6912
24 C -3.2599 0.1828 2.0451
25 C -3.1426 -2.5946 3.3611
26 C 2.2255 -1.8604 0.1787
27 C 5.5053 -1.0442 2.1755
28 C -5.8060 0.1220 2.7163
29 C -3.2963 1.2731 0.9317
30 C -2.9181 -4.1272 3.6293
31 C 4.4900 0.1040 1.9602
32 C 3.2494 -1.3228 -7.0215
33 C -4.5100 3.9880 -5.2882
34 C -0.8400 -0.6495 6.2544
35 C -6.0194 4.1839 -6.9366
36 C -0.0464 -0.6208 0.5910
37 C 2.0486 0.7680 2.2018
38 C 0.7820 -1.9152 0.8084
39 C 6.6868 -1.0357 1.1755
40 C -1.0469 -1.0999 4.9609
41 C -5.5935 4.7360 -5.7085
42 C 6.2599 -1.0751 -0.3123
43 C 2.4870 -2.5559 -7.5160
44 C -1.8765 -0.4339 2.5486
45 C -0.5358 0.1575 1.8579
46 C 3.2009 -0.1049 2.8131
47 C -1.6177 -0.1248 4.0741
48 C -4.2295 1.5215 -1.5585
49 C -1.8917 1.1738 4.5655
50 C -1.1999 0.7786 6.5603
51 C 2.9607 -3.8487 -6.8600
52 C 0.6790 0.3562 2.8265
53 C -5.1783 3.1237 -7.2149
54 C 8.0668 2.1879 -2.8091
55 C 3.0647 -1.1549 -5.5717
56 C -4.1927 0.7135 -0.2432
57 C 4.6707 -2.4259 -2.5898
58 C -1.9919 -1.9922 2.4861
59 C 6.2787 -2.4906 -0.9267
60 C -4.3538 0.3887 3.1729
61 H -3.1086 0.3995 -2.7939
62 H 7.1889 -3.0593 -0.6786
63 H -4.1951 -0.3003 4.0160
64 H -3.4656 2.2864 -6.1667
65 H -6.0235 5.5796 -5.1889
66 H 1.4198 -2.4290 -7.3247
67 H -3.4465 -4.3373 4.5755
68 H -0.9286 -0.7556 -0.0581
69 H -5.4398 2.0628 8.9845
70 H 3.3980 0.2426 3.8407
71 H -1.0234 -2.4570 2.7128
72 H -0.3840 -1.3756 7.0414
73 H -3.3800 -4.7613 2.8684
74 H 4.9653 1.0498 2.2737
75 H 3.0029 -2.1570 0.8941
76 H -4.3675 1.0897 -3.5193
77 H 2.7947 -3.8349 -5.7810
78 H 4.1758 0.2101 0.9138
79 H 7.3576 -0.1979 1.4149
80 H -3.8922 4.0716 -4.4067
81 H 2.2913 -2.5779 -0.6550
82 H -1.8443 -4.3149 3.7739
83 H -5.1562 2.4397 -8.0474
84 H -0.9706 1.1426 7.6366
85 H 2.4778 -0.8795 -0.2434
86 H 0.5219 1.1542 3.5676
87 H -3.2560 -2.1277 4.3489
88 H 0.3431 -2.8022 0.3301
89 H -3.7908 -0.2895 -0.4776
90 H 2.4124 -4.7015 -7.2617
91 H 5.2545 -0.6665 -0.4907
92 H 2.6110 -2.6378 -8.5973
93 H 7.2747 -1.9538 1.3729
94 H 2.3280 1.7961 2.4887
95 H 7.6123 3.1392 -3.0561
96 H -4.1007 -2.5234 2.8319
97 H 0.5991 -0.0159 -0.0634
98 H 4.4202 -2.1226 -3.6179
99 H 4.3160 -1.4214 -7.2322
100 H -1.7661 3.3859 -1.3070
101 H 4.3184 -3.4604 -2.3948
102 H 4.0252 -4.0142 -7.0415
103 H 2.1445 0.7296 1.1159
104 H 0.8845 -0.6089 3.3182
105 H -5.2276 1.9735 -1.6638
106 H 4.1077 -1.7403 -1.9324
107 H -3.7560 -0.6835 1.5671
108 H -4.6541 2.6349 7.8187
109 H -1.7793 4.8805 -1.4962
110 H 4.9586 -2.0011 2.2114
111 H -4.3432 1.3901 3.6166
112 H 5.4158 -3.0676 -0.5349
113 H 2.9215 -1.1734 2.8327
114 H -2.3555 1.8460 3.8334
115 H 5.9371 -0.8949 3.1840
116 H 2.8862 -0.4272 -7.5266
117 H -0.7841 -2.1029 4.6397
118 H 0.9335 -2.1992 1.8627
119 H 6.9693 -0.4456 -0.8832
120 H -3.4815 2.3087 -1.7043
121 H -6.8426 4.5185 -7.5501
122 H -5.2225 0.5484 0.0974